The following is a quantum chemistry calculation of a molecular structure, C2H5NO2 in a non-equilibrium geometry, from the Open Molecules 2025 dataset.

Computed properties:
Electronic energy ... -7736.6983 eV
Gap between HOMO and LUMO ... 10.03 eV
LUMO ... -0.10 eV
Energy above the lowest of the compared OMol25 structures with the same formula, charge and spin ... 93.5 kcal per mole

Geometry as XYZ:
```
10
Properties=species:S:1:pos:R:3:forces:R:3
H -1.94823 -1.70557 0.86364 0.796 1.041 -0.214
H -1.59653 0.54501 -0.14851 -0.004 -0.959 0.718
H 0.69769 1.71770 0.26472 0.192 0.542 1.058
N -0.90916 0.10289 0.47498 4.031 1.943 -2.803
O 1.51722 1.15888 -1.53366 -1.956 -0.821 4.517
H 1.31899 -0.05617 0.35955 1.052 -0.639 0.609
C 0.76115 0.71922 -0.06507 -1.701 0.612 -2.086
C -0.91183 -1.21271 0.81217 -0.364 -3.019 0.792
H 1.05341 0.69247 -2.19185 -0.813 -1.097 -1.608
O 0.01728 -1.96173 1.16403 -1.232 2.396 -0.982
```
Positions in Å, forces in eV/Å.

=====

The following is a quantum chemistry calculation of a molecular structure, C9H6Br2Cl3F3O4 in a non-equilibrium geometry, from the Open Molecules 2025 dataset.

Computed properties:
Electronic energy ... -203424.5018 eV
Gap between HOMO and LUMO ... 9.51 eV
LUMO ... -0.81 eV

Geometry as XYZ:
```
27
Properties=species:S:1:pos:R:3:forces:R:3
Cl -3.32973 1.74095 -1.87043 -0.032 0.020 -0.007
Br -0.59647 -1.44117 2.55558 0.082 0.344 0.182
C 1.89223 -0.01556 0.81740 0.308 -0.464 0.319
C 3.14212 0.50997 1.43744 -0.381 1.490 0.289
H -1.19705 0.93292 -0.22364 -0.314 0.127 -0.150
O 1.42214 -2.19698 -0.14779 -0.340 0.304 0.301
H 0.88790 1.68027 0.19403 0.061 0.261 -0.096
O 3.31217 1.61202 1.89075 0.053 -1.266 -0.364
F -2.48581 -0.04689 1.33019 -0.347 0.239 0.204
C -2.56711 3.22622 -2.43931 0.034 -0.080 -0.055
H -0.20203 -0.34583 -0.82299 0.003 -0.291 -0.156
C -2.02533 -1.99264 0.08039 -0.236 -0.278 0.609
Br -1.42327 -3.76932 0.58682 -0.128 -0.033 -0.482
H 0.41398 1.14544 1.75614 -0.105 0.064 0.344
O 4.21226 -2.57762 0.54641 -0.393 1.244 0.402
C 0.65133 0.78566 0.76450 0.018 0.166 -0.303
C -1.42078 -0.78460 0.92463 0.140 -0.451 -0.218
C 3.61147 -1.56198 0.76899 0.266 -0.990 -0.484
F -3.35971 -1.98191 0.23696 0.126 0.022 -0.119
C 2.19725 -1.24537 0.41636 -0.015 -0.239 -0.224
C -0.54187 0.13070 0.08111 0.550 0.174 0.295
H 1.63371 -2.29180 -1.07720 0.213 -0.282 -0.323
O 4.12785 -0.44809 1.38681 0.479 -0.119 0.155
H -3.25163 4.04400 -2.26240 -0.008 0.024 0.017
F -1.77924 -1.80933 -1.22302 -0.025 -0.014 -0.179
Cl -2.24250 3.14492 -4.16918 -0.007 0.009 0.028
Cl -1.08192 3.55602 -1.53854 -0.004 0.019 0.014
```
Positions in Å, forces in eV/Å.

=====

The following is a quantum chemistry calculation of 2 unconnected molecules or ions with the total composition C5H16NS2, from the Open Molecules 2025 dataset.

Computed properties:
Electronic energy ... -28598.8895 eV
Net charge ... +1
Gap between HOMO and LUMO ... 9.72 eV
LUMO ... -3.18 eV
Energy above the lowest of the compared OMol25 structures with the same formula, charge and spin ... 14.6 kcal per mole

Geometry as XYZ:
```
24
Properties=species:S:1:pos:R:3:forces:R:3
H 0.29211 -0.71753 1.47735 -0.021 -0.055 0.071
H 2.03105 1.34759 -1.00254 0.138 0.091 -0.125
H -1.96550 0.74692 1.56176 0.037 -0.027 -0.004
C 1.81414 -0.50389 -0.03717 0.038 -0.202 0.210
S -1.39055 1.88800 -0.51249 -0.046 -0.323 0.040
H 2.09763 1.45461 0.64618 -0.096 -0.016 -0.176
H -2.01742 2.52177 1.67994 0.000 -0.040 0.032
H -3.33980 1.66107 0.89207 0.011 -0.041 -0.060
C 1.33701 -0.99011 1.32338 0.067 0.026 -0.136
H 1.23827 -0.96659 -0.83550 -0.023 0.096 -0.088
H -0.05885 0.36576 -2.66283 0.034 -0.078 -0.053
H -1.33349 -0.75888 -3.14036 -0.022 0.025 -0.081
C -1.74277 0.28034 -1.30163 -0.187 0.095 0.066
H 1.92456 -0.52590 2.11783 -0.016 0.002 0.023
S 1.58849 -2.77319 1.51932 -0.208 0.040 -0.157
H 0.60271 1.25690 -0.14576 0.220 0.110 0.067
H -2.82539 0.16353 -1.33778 -0.017 0.026 -0.039
H 0.60060 -3.14842 0.68118 0.158 0.036 0.133
C -1.14186 0.21629 -2.69766 0.174 0.137 0.240
H 2.86502 -0.73551 -0.19177 0.026 0.002 0.011
N 1.63779 0.98367 -0.13929 -0.232 -0.019 0.162
H -1.36045 -0.51396 -0.65531 0.031 -0.016 -0.034
C -2.26500 1.66327 1.05827 0.042 0.194 -0.077
H -1.54153 0.99742 -3.34154 -0.110 -0.064 -0.026
```
Positions in Å, forces in eV/Å.

=====

The following is a quantum chemistry calculation of 3 unconnected molecules or ions with the total composition C17H18BrF21N2O4 in a non-equilibrium geometry, from the Open Molecules 2025 dataset.

Computed properties:
Electronic energy ... -156197.4259 eV
Gap between HOMO and LUMO ... 9.73 eV
SMILES ... NCN(Br)C(=O)OCCCC(F)(F)C(F)(F)F.FC(F)C(F)(F)COC(F)(F)C(F)F.FC(F)C(F)(F)COC(F)(F)C(F)F
LUMO ... -0.22 eV

Geometry as XYZ:
```
63
Properties=species:S:1:pos:R:3:forces:R:3
H -3.20022 3.90856 8.24642 -0.754 0.617 -0.067
H -4.54589 0.97320 5.79930 0.197 -0.351 -1.668
F 4.19758 0.59835 -2.72597 -0.168 0.257 0.175
F 5.67379 -4.71279 -7.22267 -0.299 0.144 0.002
F 6.82056 -3.36383 -3.64609 -0.285 -0.128 0.102
H -6.25278 2.41366 5.02047 0.997 -0.048 -1.191
C -4.16581 3.97881 4.46972 4.556 0.930 -1.434
C 2.14107 1.62551 -2.10469 -1.537 0.965 0.704
C 5.84516 -2.80781 -4.40916 0.721 0.217 0.388
F 4.46419 -2.09165 -7.16053 0.181 -0.160 -0.477
C 3.35555 -3.10337 -5.11980 -0.849 0.025 0.093
O 0.76547 1.72454 -2.40950 1.046 -1.024 0.470
H -3.25547 1.18051 2.91691 0.047 -0.672 1.645
C 0.26977 -1.11462 -0.42492 0.017 -0.693 0.515
H 2.82444 1.05869 -4.09242 -0.110 0.211 0.067
H -5.70144 3.29502 7.18428 1.122 1.093 -0.453
F 5.44985 -3.75242 -9.15976 -0.314 0.250 0.111
H 5.69212 -1.78529 -4.05748 -0.205 0.017 0.045
O 3.11200 -3.72581 -6.38913 1.416 0.362 -0.475
N -4.01476 4.49875 7.99193 0.234 -0.239 -1.359
H -3.51911 -0.56579 3.42095 0.377 1.684 0.647
C 2.88798 0.69428 -3.06569 0.322 -0.370 -0.496
F -0.11371 -2.41320 -0.52686 -0.248 0.172 -0.174
C 3.82642 -3.22737 -7.50097 -1.305 0.549 1.252
F -0.94298 -1.74462 4.38431 0.582 3.547 -0.992
H -6.29620 1.67137 3.34647 1.219 0.955 1.149
F -1.82247 -0.36836 -1.14826 0.223 -0.001 0.387
H 3.34353 -2.01314 -5.19065 0.305 -0.146 -0.064
O -4.81370 3.13312 3.53062 0.076 0.823 2.925
C -3.39845 0.50972 3.83046 -0.100 -1.148 0.804
F 4.78065 -4.92405 -4.63431 0.207 0.219 -0.044
O -2.95099 4.25131 4.26427 -4.968 -1.186 0.795
F -0.88002 -0.09055 2.72614 0.421 -1.117 3.064
F 0.30744 0.23469 4.68845 -2.498 -2.429 -1.779
F -1.58085 1.76118 5.07224 -1.576 -2.699 -0.482
C -0.86561 -0.36267 4.12665 0.348 1.233 0.507
F 6.32696 -2.75990 -5.66656 -0.087 -0.086 0.041
F 2.29798 1.28193 -0.81347 0.469 -0.074 -0.291
H -4.01400 2.88091 6.59957 -1.216 1.254 0.217
C -2.11346 0.45633 4.78762 0.819 0.406 0.105
H 2.46548 -3.34795 -4.53176 0.231 -0.176 -0.063
H 0.07451 -0.79175 0.59941 -0.097 0.166 -0.038
F 2.63746 2.87908 -2.21963 0.225 -0.387 -0.356
H 0.09163 1.61735 -0.42089 0.171 -0.295 -0.076
C 4.55932 -3.62837 -4.30784 -0.536 -0.641 -0.337
Br -6.51889 5.25156 5.29186 -0.111 -0.005 -0.039
F -2.35598 -0.17684 6.04322 0.201 1.342 -2.417
C -4.72340 0.82264 4.67886 -0.586 0.142 0.058
N -4.79043 4.61880 5.64002 -0.265 -1.628 -0.733
F 1.60057 -1.09363 -0.63390 -0.094 0.041 -0.117
C -5.58295 2.07738 4.16065 -1.307 -1.805 -0.441
F 4.17795 -3.63259 -2.99651 0.191 0.406 -0.122
H -5.41804 -0.09842 4.60070 1.065 1.556 0.183
C 4.75991 -4.27587 -8.11635 0.477 -0.567 -0.267
C -0.49079 -0.25394 -1.43336 0.060 0.390 -0.816
H 4.19628 -5.13950 -8.47301 -0.212 0.108 0.041
F 2.38367 -0.56008 -3.03493 -0.083 0.216 0.039
F 2.89100 -2.87031 -8.41249 0.332 -0.364 -0.173
F -0.33829 -0.72798 -2.69326 0.146 -0.112 0.225
C -0.16052 1.25437 -1.42052 -0.435 0.746 -0.090
H -1.09399 1.76818 -1.67048 0.127 -0.234 -0.157
H -3.58819 5.33654 7.54465 -0.471 -0.711 0.507
C -4.71088 3.76806 6.86770 1.587 -1.546 0.422
```
Positions in Å, forces in eV/Å.

=====

The following is a quantum chemistry calculation of a molecular structure, C21H22MgN4O4S in a non-equilibrium geometry, from the Open Molecules 2025 dataset.

Computed properties:
Electronic energy ... -52564.8922 eV
Gap between HOMO and LUMO ... 7.45 eV
LUMO ... 0.23 eV
Energy above the lowest of the compared OMol25 structures with the same formula, charge and spin ... 82.9 kcal per mole

Geometry as XYZ:
```
53
Properties=species:S:1:pos:R:3:forces:R:3
H -2.34935 -0.99153 -6.43543 0.163 -0.079 -0.035
H -0.52890 -2.32073 1.99120 -0.817 0.028 -0.245
H -3.52562 -2.79269 -5.07743 0.289 0.833 0.045
H 2.47843 4.86490 2.51288 -0.049 0.217 -0.185
C 0.29589 2.29352 4.36523 0.360 -0.369 -0.388
H -0.32376 -4.51199 2.65249 0.522 0.700 0.099
H 3.42176 1.02552 -0.64721 -0.421 0.069 0.108
H -0.26418 1.52700 4.93782 0.349 0.620 -0.548
Mg 0.26989 0.23823 0.57525 -0.053 1.784 -0.031
C -1.21483 -0.32381 -4.74017 -0.607 0.121 0.831
C 1.61721 4.34844 4.37278 0.024 1.070 0.175
H 0.56290 3.55579 6.05372 0.102 -0.081 -0.235
H 2.92530 1.22066 -2.95932 0.327 -0.233 -0.147
C 2.67291 1.79013 -0.92446 1.085 0.083 -0.536
O 1.94701 -3.45897 0.66589 -0.641 -0.063 0.659
H -0.72418 0.45094 -5.27944 0.440 0.482 -0.376
C 0.13085 0.46608 -2.89787 0.372 0.484 -0.232
N 0.52546 -3.94887 2.80023 -0.640 -0.910 -0.357
H -3.20623 -2.82878 -2.63922 -0.141 -0.027 -0.548
C 1.81868 4.18790 3.03552 0.361 -0.079 -0.466
C 0.61792 2.05223 2.97822 -0.655 -0.675 0.826
C -2.83509 -2.05584 -4.62300 -1.035 -0.647 -0.909
C 1.30551 3.09136 2.32921 0.728 -0.337 -1.645
H 0.81085 -4.04058 3.75044 0.217 -0.091 0.525
C 0.80767 3.41437 4.99781 -0.817 -0.756 1.002
H 2.57111 3.67630 0.69918 -0.133 -0.111 -0.226
C -2.13837 -1.11384 -5.38182 -0.141 -0.407 0.289
H 3.30395 2.70917 -1.12037 -0.835 -0.501 0.584
H 2.01439 5.23409 4.90048 -0.248 -0.731 -0.272
H -3.58899 0.07745 0.27389 -0.717 0.393 0.290
H 0.64072 -1.82465 3.09982 0.480 0.186 0.323
C -1.62137 -1.42109 -2.63614 -1.650 -0.490 0.275
H -4.52836 -2.55499 0.28936 0.295 0.488 -0.423
C 0.44558 -2.58295 2.35886 0.212 -0.037 -0.980
C -1.37584 -1.77761 -1.17311 1.082 0.197 -0.050
O 1.40865 -1.34559 0.49400 0.135 -0.170 0.364
O -1.36403 0.58531 -0.41859 0.685 -0.171 -0.578
S -2.28576 -3.27986 -0.57130 -0.102 1.563 0.539
N 1.69540 1.88661 0.16184 0.394 0.579 0.128
C 2.10038 1.40791 -2.28545 -0.850 1.950 0.183
H 1.59711 -4.17424 1.26545 0.499 0.036 0.014
C -3.59280 -2.12259 -0.07657 0.012 0.548 0.547
N -1.75595 -0.73827 -0.17085 -0.182 -0.403 -0.241
H 0.02834 1.46216 -3.34250 -0.357 0.079 -0.170
H 1.56455 2.33801 -2.69986 0.579 -1.065 0.411
O 0.33487 0.92567 2.38415 -0.253 0.212 0.552
H -0.30964 -1.99164 -1.05197 -0.119 0.049 -0.097
C -2.67110 -2.13355 -3.27165 1.557 0.255 0.707
C -0.95761 -0.44210 -3.35538 0.900 -0.486 -0.215
N 1.21320 0.28226 -2.25704 -0.953 -0.859 -0.136
C 1.83612 2.89887 0.95405 0.111 -0.348 0.831
C -3.13108 -0.84284 0.01599 0.041 -2.724 0.244
C 1.33043 -2.39129 1.12036 0.093 -0.173 -0.279
```
Positions in Å, forces in eV/Å.

=====

- Among the records above, which one has the lowest LUMO?
  C5H16NS2